The following is a quantum chemistry calculation of a molecular structure, C18H12Co2O7S2, from the Open Molecules 2025 dataset.

Structure (XYZ):
```
41
Properties=species:S:1:pos:R:3:forces:R:3:lowdin_charge:R:1
O -3.106 4.366 8.781 0.0997 -0.2815 -0.0282 0.054
H 1.629 -2.284 -2.178 -0.2910 -0.3337 0.6864 0.089
H 0.570 4.477 3.875 -0.4983 0.3750 -0.2255 0.099
S -0.862 -1.521 -1.465 -0.4874 -0.2561 -0.7011 0.410
C 0.199 -1.181 -0.210 -0.3415 0.2982 0.0313 -1.433
C -0.299 5.124 3.696 -0.2576 0.5126 0.0551 -0.047
C 1.606 -2.813 -1.199 0.2998 -0.1414 0.1495 -0.361
O 1.187 2.861 7.196 -1.3692 -0.1627 0.0502 0.061
C -1.516 4.809 4.351 -0.3441 0.9721 -0.0881 -0.211
H -3.412 7.414 3.059 0.5290 -0.4222 0.1678 0.091
C 0.035 2.743 7.109 1.4448 0.2640 -0.1856 -0.180
H -1.206 7.971 1.986 -0.1234 -0.5999 0.2921 0.085
C -2.533 6.769 3.244 0.4824 0.0008 0.4513 -0.109
H -4.503 3.597 4.151 -0.5975 -0.0170 -0.2141 0.053
S -0.162 -0.023 0.935 0.6696 -0.0922 0.4075 0.490
H 3.787 -2.819 -0.981 -0.2092 -0.0700 0.1321 0.068
C -2.636 5.677 4.135 0.5934 0.1692 -0.3652 -0.040
H 0.757 6.431 2.333 -0.5000 -0.0697 0.2585 0.095
O -2.252 -0.261 7.333 0.3022 1.8247 0.0493 0.057
H 0.797 -3.578 -1.205 0.4135 0.7308 -0.1176 0.085
H 2.953 -4.122 -0.074 0.0058 0.2637 -0.0811 0.068
H 3.100 -4.205 -1.828 -0.0472 0.0611 0.0360 0.061
O 1.261 2.091 3.787 -0.2551 0.2220 -0.3302 0.092
C -0.201 6.228 2.834 -0.1861 0.0291 0.4966 -0.096
C 2.939 -3.516 -0.990 0.1830 -0.0504 0.1215 -0.107
C -2.552 3.650 8.070 0.1628 0.1540 -0.5921 -0.149
C -2.323 0.340 3.794 -0.3253 -2.9805 -0.2743 -0.149
H -3.602 5.486 4.637 0.8049 0.0480 -0.3527 0.098
Co -1.650 1.987 3.779 0.1473 0.5563 -0.1218 0.012
Co -1.697 2.622 6.818 -0.8346 -0.1211 0.3149 -0.016
O -2.799 -0.718 3.867 0.6829 2.0507 -0.0357 0.076
O 1.390 -1.865 -0.124 -0.1683 -0.5046 -0.8376 -0.232
O -2.607 3.553 1.469 0.6673 -0.8977 0.8143 0.099
C -2.891 2.898 5.225 -0.4059 0.8186 3.0734 -0.358
C -4.212 3.101 5.064 1.3835 -0.1322 -0.1644 0.043
H -4.877 2.956 5.901 -0.4406 -0.4356 -0.2858 0.057
C -2.220 2.875 2.321 -1.1777 1.1297 -1.3308 -0.118
C -2.037 0.872 7.185 -0.1911 -1.1573 -0.5992 -0.140
C -1.660 3.512 5.052 0.1554 -0.2823 -1.6732 -0.276
C -1.304 7.082 2.631 -0.1813 -0.4133 0.0031 -0.130
C 0.118 2.019 3.747 0.2051 -1.0591 1.0132 -0.190
```
Forces are in eV/Å.

Computed properties:
Relative energy (zero: lowest compared OMol25 entry of this formula, charge and spin) (kJ/mol): 14.3
Charge: -2
E (a.u.): -4781.6360

=====

The following is a quantum chemistry calculation of 2 unconnected molecules or ions with the total composition C2H8N2, from the Open Molecules 2025 dataset.

Structure (XYZ):
```
12
Properties=species:S:1:pos:R:3:forces:R:3:lowdin_charge:R:1
H 0.136 0.837 -0.541 -0.2169 -0.3202 0.0788 0.056
C -1.851 0.657 0.014 0.7471 1.2778 0.6468 -0.391
H -2.448 0.413 1.781 -0.1169 -0.1591 0.0219 0.026
H -0.997 0.762 -1.845 0.1555 0.1268 -0.0965 0.080
C 2.136 -1.000 0.146 -1.5115 0.1363 -0.9128 -0.043
N -0.816 0.875 -0.865 -0.6543 -0.0630 -0.3276 0.066
H 1.215 -1.300 0.655 0.6359 -0.1880 0.7844 0.020
H 1.650 -0.364 -0.601 0.7412 0.1329 -0.3091 -0.016
H 2.857 -0.423 0.706 -0.0226 -0.1560 0.3107 0.020
N -1.616 0.317 1.213 0.0978 -0.2578 0.1802 0.053
H 2.546 -1.855 -0.382 0.2662 -0.0020 0.1329 0.017
H -2.813 1.082 -0.281 -0.1216 -0.5277 -0.5098 0.111
```
Forces are in eV/Å.

Computed properties:
Structure (SMILES): [H]/N=C/N.C
Relative energy (zero: lowest compared OMol25 entry of this formula, charge and spin) (kJ/mol): 30.6
E (a.u.): -190.4872

=====

The following is a quantum chemistry calculation of a single C2H4NOP molecule, from the Open Molecules 2025 dataset.

Structure (XYZ):
```
9
Properties=species:S:1:pos:R:3:forces:R:3:lowdin_charge:R:1
H -1.459 -0.920 0.168 -0.1118 1.0626 0.3192 0.064
P 0.943 -1.279 0.065 -1.5991 0.1448 1.1020 0.867
H -0.935 1.918 0.042 -0.2905 -0.4950 -0.0817 0.120
H 0.755 -1.308 1.572 0.0697 0.1128 -1.3107 -0.041
N 0.915 1.320 0.066 0.5084 -0.1025 0.1575 0.026
O 1.662 0.154 -0.097 2.7489 0.7648 -0.1784 -0.511
H -0.917 -0.578 -1.464 0.7244 1.0116 2.2328 0.124
C -0.659 -0.339 -0.313 -1.1279 -4.1326 -2.6128 -0.384
C -0.304 1.032 -0.038 -0.9221 1.6335 0.3722 -0.266
```
Forces are in eV/Å.

Computed properties:
Structure (SMILES): C1=NOPC1
Relative energy (zero: lowest compared OMol25 entry of this formula, charge and spin) (kJ/mol): 176.7
E (a.u.): -549.8733

=====

Q: Which of these has the lowest relative energy (zero: lowest compared OMol25 entry of this formula, charge and spin)?
A: C18H12Co2O7S2

=====

Q: Look up the E of the third one.
A: -549.8733 a.u.